1.
Formula: C32H83N5O15Sr
Source: the OMol25 dataset
Level of theory: ωB97M-V with the def2-TZVPD basis set

```
136
C32H83N5O15Sr, DFT ωB97M-V with the def2-TZVPD basis set
Sr -4.05 -2.69 -0.54
C -0.23 -0.15 2.15
O 0.53 0.43 2.92
O -1.19 0.41 1.61
O -0.16 -1.36 1.86
C -7.32 -1.16 -2.47
O -7.02 -1.16 -1.04
C -7.91 -0.24 -0.32
C -7.53 -0.27 1.19
N -7.51 -1.65 1.66
C -6.94 -1.62 3.02
C -6.63 -3.10 3.49
O -5.84 -3.73 2.42
C -5.24 -4.92 2.93
H -8.35 -1.48 -2.63
H -6.70 -1.96 -2.88
H -7.04 -0.18 -2.87
H -8.93 -0.58 -0.46
H -7.70 0.74 -0.75
H -8.26 0.32 1.74
H -6.52 0.12 1.30
H -8.42 -2.04 1.83
H -7.54 -1.06 3.73
H -5.99 -1.09 2.97
H -7.54 -3.63 3.76
H -6.13 -2.99 4.45
H -4.66 -5.53 2.24
H -6.01 -5.61 3.29
H -4.56 -4.77 3.76
C -4.12 7.81 0.38
O -2.80 8.07 -0.05
C -2.17 6.97 -0.60
C -0.72 7.36 -0.61
N 0.10 6.24 -1.09
C 1.57 6.39 -1.02
C 2.25 7.56 -1.83
O 2.33 7.27 -3.24
C 1.17 7.46 -4.03
H -4.60 7.04 -0.22
H -4.63 8.77 0.25
H -4.16 7.60 1.45
H -2.39 6.61 -1.61
H -2.37 6.13 0.06
H -0.52 7.70 0.41
H -0.61 8.25 -1.22
H -0.13 5.35 -0.66
H 1.95 5.48 -1.49
H 1.92 6.37 0.01
H 3.28 7.65 -1.50
H 1.91 8.58 -1.67
H 0.29 6.87 -3.75
H 1.44 7.28 -5.07
H 0.98 8.53 -4.02
C -2.66 -1.22 -4.24
O -3.11 -2.54 -4.22
C -2.37 -3.47 -5.07
C -2.93 -4.94 -4.95
N -2.93 -5.39 -3.51
C -3.66 -6.63 -3.31
C -5.16 -6.39 -3.56
O -5.67 -5.28 -2.89
C -7.07 -5.17 -3.10
H -2.83 -0.63 -5.14
H -1.60 -1.36 -4.04
H -3.14 -0.65 -3.44
H -1.31 -3.53 -4.83
H -2.49 -3.18 -6.11
H -2.28 -5.66 -5.45
H -3.93 -4.98 -5.39
H -1.99 -5.60 -3.21
H -3.44 -7.02 -2.32
H -3.38 -7.43 -3.99
H -5.60 -7.32 -3.19
H -5.38 -6.38 -4.63
H -7.43 -4.31 -2.54
H -7.64 -6.04 -2.78
H -7.34 -5.03 -4.15
C 12.90 -7.63 -9.00
O 11.77 -6.86 -8.68
C 11.90 -5.91 -7.63
C 10.65 -5.08 -7.73
N 10.50 -3.92 -6.80
C 10.37 -4.43 -5.45
C 9.69 -3.47 -4.49
O 8.26 -3.35 -4.68
C 7.48 -2.99 -3.54
H 13.55 -6.94 -9.54
H 12.74 -8.52 -9.61
H 13.44 -7.95 -8.11
H 12.71 -5.20 -7.83
H 12.08 -6.37 -6.66
H 9.74 -5.69 -7.73
H 10.71 -4.67 -8.74
H 9.79 -3.26 -7.08
H 11.38 -4.51 -5.05
H 9.94 -5.43 -5.46
H 10.19 -2.51 -4.67
H 9.89 -3.78 -3.47
H 6.58 -2.51 -3.91
H 8.07 -2.28 -2.97
H 7.19 -3.86 -2.94
C 1.65 -0.38 9.44
O 0.50 -0.21 8.64
H 1.37 -0.27 10.49
H 1.99 -1.41 9.32
H 2.38 0.41 9.25
H 0.82 -0.23 7.74
C 6.02 3.70 5.02
O 5.79 2.30 4.96
H 6.14 4.25 4.09
H 5.06 4.11 5.34
H 6.72 3.98 5.81
H 4.90 2.18 4.64
C 2.48 -6.18 5.03
O 2.44 -6.08 3.65
H 2.84 -7.18 5.27
H 3.25 -5.52 5.43
H 1.48 -6.22 5.46
H 2.06 -5.23 3.45
C -3.21 7.01 8.59
C -2.53 6.72 7.18
C -1.02 6.73 7.35
O -0.45 7.94 7.83
C -0.68 9.25 7.25
N -2.98 5.42 6.68
H -2.89 6.32 9.38
H -4.28 6.83 8.54
H -3.05 8.02 8.96
H -2.83 7.56 6.55
H -0.58 6.45 6.39
H -0.70 6.01 8.09
H -1.77 9.32 7.19
H -0.15 9.31 6.30
H -0.40 10.05 7.93
H -2.67 4.79 7.40
H -2.38 5.11 5.92
```

Summary:
F_max   4.2 eV/A

2.
Formula: C32H89N5O11
Source: the OMol25 dataset
Level of theory: ωB97M-V with the def2-TZVPD basis set

```
137
C32H89N5O11, DFT ωB97M-V with the def2-TZVPD basis set
C 7.77 -2.29 0.60
C 8.84 -2.61 -0.40
O 9.89 -3.30 0.31
H 7.57 -3.13 1.28
H 6.81 -2.06 0.12
H 7.87 -1.51 1.35
H 9.30 -1.68 -0.74
H 8.62 -3.27 -1.24
H 10.73 -3.15 -0.14
C 5.41 1.07 -2.38
C 6.19 1.92 -1.41
O 5.57 3.22 -1.24
H 4.41 0.77 -2.10
H 5.92 0.13 -2.62
H 5.37 1.59 -3.34
H 7.25 2.05 -1.64
H 6.19 1.51 -0.39
H 6.21 3.73 -0.74
C -3.96 1.38 2.71
C -5.35 0.81 3.01
O -5.24 -0.59 3.17
H -4.21 2.34 2.25
H -3.37 0.84 1.97
H -3.34 1.55 3.59
H -6.12 1.04 2.26
H -5.72 1.36 3.89
H -5.85 -0.99 3.79
C 6.21 0.15 4.62
C 5.20 -0.21 5.70
O 5.06 0.92 6.56
H 6.24 -0.64 3.85
H 7.20 0.20 5.07
H 5.91 1.07 4.11
H 5.62 -1.01 6.30
H 4.24 -0.56 5.32
H 4.61 1.62 6.07
C 1.44 5.19 -3.20
C -0.02 5.43 -2.85
O -0.40 6.80 -2.94
H 1.65 4.12 -3.10
H 2.20 5.67 -2.59
H 1.57 5.41 -4.26
H -0.20 5.18 -1.80
H -0.58 4.82 -3.56
H -1.33 6.89 -2.70
C -3.27 -0.73 -1.34
O -1.95 -0.30 -1.24
C -1.25 -0.69 -0.08
C 0.20 -0.30 -0.26
N 0.27 1.17 -0.36
C 1.59 1.63 -0.83
C 2.64 1.59 0.27
O 3.00 0.22 0.54
C 4.13 0.06 1.39
H -3.89 -0.20 -2.06
H -3.81 -0.53 -0.40
H -3.44 -1.81 -1.39
H -1.46 -1.76 0.04
H -1.65 -0.15 0.78
H 0.51 -0.85 -1.16
H 0.79 -0.67 0.58
H -0.36 1.34 -1.14
H 1.46 2.68 -1.09
H 1.92 1.18 -1.77
H 2.32 2.04 1.21
H 3.56 2.02 -0.14
H 3.83 0.17 2.44
H 5.01 0.67 1.17
H 4.48 -0.95 1.20
C -2.53 -4.57 1.39
C -1.17 -5.04 2.00
C -0.85 -4.45 3.36
O -0.61 -3.04 3.40
C 0.58 -2.68 2.72
N -1.37 -6.51 2.24
H -2.50 -3.49 1.21
H -3.30 -4.81 2.12
H -2.74 -5.10 0.46
H -0.44 -4.98 1.20
H -0.09 -4.97 3.96
H -1.77 -4.50 3.94
H 1.45 -3.08 3.24
H 0.66 -1.61 2.55
H 0.47 -3.08 1.70
H -1.46 -6.88 1.30
H -2.30 -6.73 2.60
C 0.08 0.94 3.63
C 1.17 1.09 4.67
C 2.07 2.27 4.37
O 2.93 2.50 5.50
C 3.71 3.66 5.28
N 0.47 1.23 5.97
H 0.61 0.75 2.68
H -0.54 1.81 3.44
H -0.54 0.08 3.89
H 1.80 0.20 4.72
H 1.51 3.19 4.21
H 2.70 2.00 3.51
H 4.12 4.09 6.19
H 3.22 4.52 4.81
H 4.54 3.42 4.61
H 1.19 1.36 6.68
H 0.02 2.13 5.88
C -1.64 1.34 -5.29
C -2.33 2.48 -4.56
C -3.84 2.40 -4.77
O -4.49 3.37 -3.95
C -4.57 4.67 -4.57
N -2.03 2.36 -3.11
H -1.99 0.39 -4.89
H -0.55 1.27 -5.25
H -1.96 1.33 -6.34
H -1.99 3.43 -4.97
H -4.28 1.44 -4.50
H -4.06 2.64 -5.82
H -5.20 5.25 -3.91
H -5.15 4.54 -5.49
H -3.60 5.13 -4.77
H -2.80 2.95 -2.78
H -2.31 1.42 -2.83
C -6.10 -1.92 -3.53
C -6.66 -2.89 -4.59
C -7.25 -4.19 -3.99
O -6.19 -5.08 -3.76
C -6.54 -6.42 -3.55
N -7.65 -2.16 -5.38
H -5.17 -2.37 -3.18
H -6.70 -1.58 -2.69
H -5.74 -0.98 -3.96
H -5.86 -3.17 -5.28
H -7.81 -4.58 -4.85
H -7.95 -4.00 -3.17
H -7.17 -6.84 -4.34
H -6.79 -6.61 -2.51
H -5.65 -7.03 -3.74
H -7.65 -2.68 -6.26
H -7.40 -1.24 -5.73
```

Summary:
F_max   2.5 eV/A

| no. | electronic energy (hartree) | Kohn-Sham gap (eV) |
| --- | --- | --- |
| 1 | -2701.5351 | 2.9 |
| 2 | -2373.7548 | 9.5 |